(1)
Entry from the OMol25 dataset: a molecular structure, C45H50IrNOP2S3 (the ωB97M-V functional and the def2-TZVPD basis).

Geometry as XYZ:
```
103
Properties=species:S:1:pos:R:3:lowdin_spin:R:1
Ir 0.245 0.874 0.248 0.26
S 2.525 0.698 0.939 0.03
P 1.605 0.124 2.686 0.00
C 0.000 0.284 2.168 -0.01
P -1.681 0.057 2.184 0.00
S -2.063 0.178 0.168 0.03
C -2.224 -1.491 2.929 0.00
C -1.559 -2.004 4.040 0.00
C -1.992 -3.184 4.625 0.00
C -3.089 -3.854 4.100 0.00
C -3.755 -3.345 2.993 0.00
C -3.326 -2.163 2.408 0.00
C -2.646 1.337 3.027 0.00
C -2.965 1.187 4.378 0.00
C -3.635 2.196 5.051 0.00
C -3.991 3.358 4.382 0.00
C -3.685 3.509 3.037 0.00
C -3.018 2.501 2.358 0.00
C 2.081 -1.547 3.188 0.00
C 1.329 -2.632 2.744 0.00
C 1.710 -3.921 3.078 0.00
C 2.855 -4.135 3.834 0.00
C 3.621 -3.057 4.259 0.00
C 3.234 -1.765 3.941 0.00
C 2.153 1.160 4.063 0.00
C 2.927 2.296 3.850 0.00
C 3.338 3.065 4.931 0.00
C 2.969 2.709 6.220 0.00
C 2.179 1.585 6.435 0.00
C 1.776 0.811 5.361 0.00
H -0.697 -1.487 4.445 0.00
H -1.472 -3.581 5.486 0.00
H -3.427 -4.775 4.556 0.00
H -4.611 -3.867 2.587 0.00
H -3.845 -1.765 1.544 0.00
H -2.701 0.279 4.906 0.00
H -3.886 2.071 6.097 0.00
H -4.519 4.144 4.907 0.00
H -3.967 4.412 2.512 0.00
H -2.789 2.612 1.306 0.00
H 0.454 -2.444 2.137 0.00
H 1.111 -4.764 2.755 0.00
H 3.153 -5.142 4.095 0.00
H 4.516 -3.223 4.843 0.00
H 3.828 -0.927 4.285 0.00
H 3.213 2.568 2.843 0.00
H 3.948 3.943 4.764 0.00
H 3.295 3.307 7.061 0.00
H 1.890 1.308 7.440 0.00
H 1.179 -0.078 5.536 0.00
C -0.565 7.566 1.072 0.00
C -0.378 6.135 1.501 0.00
C -0.408 5.782 2.847 0.09
C -0.226 4.461 3.241 -0.01
C -0.276 4.062 4.689 -0.01
C -0.007 3.497 2.272 0.08
C 0.019 3.808 0.907 0.01
C -0.171 5.155 0.544 0.07
N 0.209 2.784 -0.020 0.38
C 0.401 3.049 -1.471 0.02
C 1.594 3.974 -1.773 0.01
C 1.723 4.150 -3.292 0.00
C 0.415 4.714 -3.859 0.00
C -0.734 3.729 -3.613 0.00
C -0.417 2.382 -4.263 0.00
C 0.877 1.835 -3.665 0.00
C 2.027 2.803 -3.952 0.00
C 0.744 1.695 -2.138 0.00
C -0.920 3.528 -2.106 0.01
H -0.876 8.191 1.908 0.00
H -1.319 7.648 0.289 0.00
H 0.366 7.978 0.678 0.00
H -0.591 6.546 3.594 0.01
H -0.893 4.751 5.267 0.00
H 0.724 4.059 5.127 0.00
H -0.689 3.058 4.797 0.00
H 0.106 2.468 2.576 0.00
H -0.176 5.463 -0.487 0.00
H 2.497 3.511 -1.362 0.00
H 1.497 4.946 -1.299 0.00
H 2.539 4.848 -3.490 0.00
H 0.525 4.896 -4.931 0.00
H 0.189 5.678 -3.393 0.00
H -1.659 4.132 -4.029 0.00
H -0.301 2.498 -5.344 0.00
H -1.241 1.682 -4.098 0.00
H 1.100 0.851 -4.082 0.00
H 2.141 2.930 -5.032 0.00
H 2.968 2.399 -3.570 0.00
H 1.697 1.304 -1.770 0.00
H -0.069 0.963 -1.947 0.00
H -1.682 2.764 -1.914 0.00
H -1.278 4.448 -1.646 0.00
C -0.963 -3.499 -0.625 0.00
S 0.336 -2.456 -1.282 0.00
C 1.692 -3.611 -1.131 0.00
O 0.599 -1.428 -0.217 0.00
H -1.121 -4.346 -1.291 0.00
H -1.860 -2.884 -0.575 0.00
H -0.682 -3.834 0.375 0.00
H 1.510 -4.457 -1.794 0.00
H 1.779 -3.929 -0.093 0.00
H 2.594 -3.087 -1.439 0.00
```

2S+1	2
charge	+1
<S²>	0.77
energy relative to the best compared isomer or geometry (same formula, charge and spin)	14.56	kJ/mol
frontier orbital gap (alpha / beta)	7.6 / 6.0	eV

***

(2)
Entry from the OMol25 dataset: a molecular structure, C8H12FNO4PS2 (the ωB97M-V functional and the def2-TZVPD basis).

Geometry as XYZ:
```
29
Properties=species:S:1:pos:R:3:lowdin_charge:R:1
C 0.092 1.289 0.030 -0.35
P 1.225 2.435 -0.855 0.82
C 2.814 1.520 -0.776 -0.35
S 1.463 3.896 0.730 0.32
O 2.853 4.295 0.668 -0.40
O 0.455 4.875 0.391 -0.42
N 1.026 3.361 2.180 -0.36
S 1.817 2.286 2.973 0.46
O 2.218 2.721 4.272 -0.30
O 2.725 1.477 2.211 -0.32
F 0.617 1.264 3.304 -0.23
H -0.478 0.733 -0.717 0.01
H -0.606 1.895 0.610 0.03
H 0.615 0.613 0.704 0.02
H 3.036 1.152 -1.779 0.01
H 3.589 2.226 -0.473 0.02
H 2.803 0.700 -0.062 0.02
C -2.594 -3.384 -2.406 -0.11
C -3.377 -3.752 -1.320 -0.11
C -2.970 -3.431 -0.032 -0.10
C -1.781 -2.744 0.171 -0.09
C -0.998 -2.378 -0.915 -0.10
C -1.405 -2.697 -2.203 -0.10
H -2.913 -3.629 -3.411 0.10
H -4.306 -4.284 -1.478 0.10
H -3.582 -3.714 0.815 0.10
H -1.466 -2.486 1.174 0.10
H -0.076 -1.835 -0.755 0.10
H -0.796 -2.405 -3.049 0.10
```

charge	-1
frontier orbital gap	8.2	eV

***

(3)
Entry from the OMol25 dataset: a gas-phase ion, C5H10N3 (charge +1) (the ωB97M-V functional and the def2-TZVPD basis).

Geometry as XYZ:
```
18
Properties=species:S:1:pos:R:3:lowdin_charge:R:1
C -1.240 -0.611 1.302 -0.13
C -0.459 -1.399 0.259 -0.18
C -1.371 0.782 0.849 -0.03
C 1.026 -0.220 -0.993 -0.25
C 0.151 0.929 -1.104 -0.17
N 0.974 -1.015 0.199 0.04
N -0.590 1.415 0.006 0.08
N 1.608 1.203 -1.144 0.16
H -2.206 -0.884 1.485 0.08
H -0.664 -0.843 2.333 0.19
H -0.365 -2.468 0.329 0.13
H -0.927 -1.244 -0.660 0.10
H -2.191 1.353 1.445 0.18
H 1.167 -0.596 -2.035 0.17
H 1.693 -1.714 0.184 0.12
H -0.745 2.439 -0.073 0.19
H 2.114 1.503 -0.346 0.15
H 2.026 1.371 -2.035 0.15
```

charge	+1
energy relative to the best compared isomer or geometry (same formula, charge and spin)	506.48	kJ/mol
frontier orbital gap (alpha / beta)	8.1 / 8.1	eV

***

(4)
Entry from the OMol25 dataset: 2 unconnected molecules or ions with the total composition C5H11N2O (the ωB97M-V functional and the def2-TZVPD basis).

Geometry as XYZ:
```
19
Properties=species:S:1:pos:R:3:lowdin_charge:R:1
O 1.105 -0.093 -0.342 0.13
C 0.749 1.013 -0.676 -0.19
C -0.658 1.407 -0.717 0.23
C -1.677 0.527 -0.161 -0.11
C -1.782 0.496 1.374 -0.18
C 0.046 -0.173 2.636 0.03
N -0.512 0.768 2.003 -0.01
N 2.533 -1.675 -2.513 0.02
H 1.513 1.687 -1.082 0.15
H -0.788 2.213 -1.437 0.16
H -2.617 0.816 -0.633 0.14
H -1.455 -0.489 -0.531 0.17
H -2.184 -0.463 1.697 0.12
H -2.535 1.227 1.681 0.14
H 0.945 0.073 3.194 0.10
H -0.250 -1.227 2.615 0.11
H 1.895 -2.286 -2.991 0.00
H 2.214 -1.753 -1.557 -0.02
H 3.460 -2.069 -2.561 0.02
```

charge	+1
energy relative to the best compared isomer or geometry (same formula, charge and spin)	570.66	kJ/mol
frontier orbital gap	4.6	eV

***

(5)
Entry from the OMol25 dataset: a molecular structure, C47H43CrN4O2SiTe (the ωB97M-V functional and the def2-TZVPD basis).

Geometry as XYZ:
```
99
Properties=species:S:1:pos:R:3:lowdin_spin:R:1
Cr 0.251 1.254 0.323 2.87
C 1.157 -5.614 1.938 0.00
C 0.937 -4.248 1.333 0.00
C 0.237 -4.083 0.145 0.00
C 0.024 -2.840 -0.436 0.00
C -0.725 -2.736 -1.726 0.00
O -1.273 -1.727 -2.113 0.00
C -0.822 -3.959 -2.602 0.00
C 0.263 -4.786 -2.883 0.00
C 0.125 -5.847 -3.767 0.00
C -1.098 -6.099 -4.370 0.00
C -2.182 -5.273 -4.101 0.00
C -2.039 -4.203 -3.233 0.00
C 0.501 -1.663 0.232 0.01
O 0.253 -0.495 -0.236 0.04
C 1.276 -1.831 1.419 0.01
C 1.449 -3.120 1.938 0.00
C 1.926 -0.703 2.091 0.01
N 1.713 0.539 1.782 0.00
C 2.507 1.596 2.424 0.00
C 3.301 2.453 1.436 0.00
Te 4.795 1.457 0.247 0.00
C 3.487 0.829 -1.292 0.00
C 2.560 1.729 -1.817 0.00
C 1.739 1.348 -2.872 0.00
C 1.859 0.080 -3.420 0.00
C 2.791 -0.809 -2.906 0.00
C 3.597 -0.444 -1.835 0.00
C 2.842 -1.074 3.222 0.00
C 2.459 -0.834 4.538 0.00
C 3.312 -1.150 5.585 0.00
C 4.555 -1.711 5.325 0.00
C 4.931 -1.972 4.015 0.00
C 4.076 -1.662 2.968 0.00
H 0.630 -6.382 1.373 0.00
H 0.810 -5.651 2.972 0.00
H 2.220 -5.867 1.941 0.00
H -0.191 -4.959 -0.326 0.00
H 1.228 -4.589 -2.433 0.00
H 0.976 -6.480 -3.985 0.00
H -1.207 -6.932 -5.053 0.00
H -3.138 -5.457 -4.575 0.00
H -2.869 -3.537 -3.029 0.00
H 1.996 -3.243 2.865 0.00
H 3.186 1.206 3.175 0.00
H 1.807 2.266 2.931 0.00
H 3.830 3.227 1.990 0.00
H 2.634 2.930 0.720 0.00
H 2.508 2.744 -1.439 0.00
H 1.018 2.050 -3.268 0.00
H 1.221 -0.217 -4.242 0.00
H 2.883 -1.801 -3.330 0.00
H 4.302 -1.157 -1.423 0.00
H 1.489 -0.393 4.740 0.00
H 3.006 -0.957 6.605 0.00
H 5.227 -1.944 6.141 0.00
H 5.893 -2.424 3.804 0.00
H 4.367 -1.869 1.948 0.00
C 1.357 4.939 0.381 0.00
C 0.546 4.310 1.481 0.00
C 0.216 5.001 2.631 0.00
C -0.604 4.392 3.582 0.01
C -1.134 3.144 3.341 0.00
C -0.801 2.499 2.139 0.01
N 0.102 3.063 1.283 0.00
N -1.221 1.294 1.675 -0.03
Si -2.934 0.939 1.543 0.00
C -3.785 2.523 0.977 0.00
C -3.189 -0.435 0.308 0.00
C -3.650 0.464 3.218 0.00
H 0.915 5.897 0.105 0.00
H 1.341 4.294 -0.497 0.00
H 2.388 5.119 0.687 0.00
H 0.591 6.007 2.769 0.00
H -0.836 4.905 4.507 0.00
H -1.792 2.649 4.041 0.00
H -3.236 2.944 0.129 0.00
H -3.808 3.273 1.774 0.00
H -4.816 2.345 0.658 0.00
H -2.495 -0.336 -0.525 0.00
H -4.209 -0.398 -0.086 0.00
H -3.039 -1.423 0.753 0.00
H -3.540 1.267 3.952 0.00
H -3.186 -0.437 3.626 0.00
H -4.722 0.269 3.109 0.00
N -6.251 3.455 -6.867 0.00
C -5.446 3.255 -6.070 0.00
C -4.448 3.005 -5.069 0.01
C -3.854 1.747 -4.969 0.00
C -2.908 1.505 -3.992 0.01
C -2.537 2.515 -3.097 0.01
C -3.136 3.775 -3.208 0.01
C -4.084 4.019 -4.183 0.00
C -1.583 2.241 -2.071 0.05
C -0.822 1.971 -1.162 -0.05
H -4.146 0.965 -5.658 0.00
H -2.451 0.528 -3.893 0.00
H -2.850 4.555 -2.515 0.00
H -4.552 4.991 -4.264 0.00
```

2S+1	4
charge	0
<S²>	3.79
energy relative to the best compared isomer or geometry (same formula, charge and spin)	46.41	kJ/mol
frontier orbital gap (alpha / beta)	7.7 / 7.8	eV

***

(6)
Entry from the OMol25 dataset: a molecular structure, C4H7NO (the ωB97M-V functional and the def2-TZVPD basis).

Geometry as XYZ:
```
13
Properties=species:S:1:pos:R:3:lowdin_charge:R:1
C -2.125 -0.185 0.208 0.01
C -0.676 -0.232 -0.155 -0.54
C 1.499 -0.301 -0.363 -0.08
C 2.340 0.241 0.527 -0.07
O 0.075 -1.175 0.315 0.00
N -0.017 0.616 -0.891 0.13
H -0.404 1.503 -1.188 0.11
H 1.563 -0.900 -1.260 0.11
H -2.217 -0.072 1.290 0.09
H -2.602 -1.126 -0.071 0.09
H -2.633 0.641 -0.290 0.08
H 2.536 -0.279 1.454 0.05
H 2.662 1.267 0.424 0.04
```

charge	0
energy relative to the best compared isomer or geometry (same formula, charge and spin)	471.98	kJ/mol
frontier orbital gap	8.1	eV

***

no.,total energy (Eh)
1,-3856.22147
2,-1905.42654
3,-360.38219
4,-381.44661
5,-3788.34915
6,-286.45188